{"formula": "C6H8LiO6Tl", "method": "the ωB97M-V functional and the def2-TZVPD basis", "symbols": ["O", "C", "C", "O", "O", "C", "H", "H", "H", "H", "Tl", "O", "C", "O", "O", "C", "C", "H", "H", "H", "H", "Li"], "xyz": [[0.761, 3.331, -1.807], [0.821, 0.881, 0.855], [-0.223, 3.674, -0.914], [1.929, 1.203, 0.338], [-0.224, 1.777, 0.685], [0.006, 3.181, 0.518], [-1.228, 3.295, -1.223], [-0.349, 4.781, -0.824], [-0.703, 3.684, 1.197], [1.030, 3.440, 0.835], [2.315, 2.229, -1.385], [-2.037, -3.291, -1.853], [-1.121, -3.490, -1.013], [-0.270, -4.406, -1.141], [-1.018, -2.597, -0.023], [0.187, -2.581, 0.749], [0.112, -1.484, 1.756], [1.050, -2.433, 0.075], [0.307, -3.565, 1.236], [0.866, -1.542, 2.545], [-0.878, -1.188, 2.109], [-1.333, -4.898, -2.715]], "spin_multiplicity": 2, "lumo_ev": [1.17, 1.17], "charge": -1, "e_tot_ev": -23533.0315, "e_above_lowest_kcal_mol": 23.49, "homo_ev": [-2.3, -3.3]}


{"formula": "C5H19NO6", "method": "the ωB97M-V functional and the def2-TZVPD basis", "symbols": ["C", "C", "N", "C", "C", "C", "O", "O", "H", "H", "H", "H", "H", "H", "H", "H", "H", "H", "H", "H", "H", "O", "H", "H", "O", "H", "H", "O", "H", "H", "O"], "xyz": [[-1.516, 1.841, 1.687], [-1.251, 0.679, 0.941], [-0.479, -0.339, 1.575], [0.680, -2.713, 1.198], [0.638, -1.215, 0.838], [2.130, -0.749, 0.952], [2.322, 0.664, 0.954], [-1.563, 0.557, -0.267], [-2.328, 2.480, 1.150], [-0.582, 2.466, 2.036], [-1.978, 1.486, 2.635], [-0.105, -0.232, 2.554], [-0.213, -3.266, 0.561], [0.601, -3.054, 2.273], [1.669, -3.263, 0.781], [0.345, -0.994, -0.237], [2.628, -0.968, 0.045], [2.644, -1.256, 1.774], [3.306, 0.548, 0.498], [-2.230, -0.365, -3.233], [-1.700, -0.090, -1.774], [-1.519, -0.446, -2.613], [0.453, -1.748, -3.191], [-0.117, -2.058, -1.747], [0.306, -2.410, -2.474], [-1.216, 2.114, -2.293], [-2.474, 2.293, -1.448], [-2.158, 2.099, -2.479], [1.734, 1.940, -0.098], [0.653, 3.204, 0.020], [1.319, 2.794, -0.617]], "lumo_ev": 0.04, "charge": 0, "e_tot_ev": -19265.1273, "e_above_lowest_kcal_mol": 106.93, "homo_ev": -9.7}


{"formula": "C19H19N2O9P2SSn", "method": "the ωB97M-V functional and the def2-TZVPD basis", "symbols": ["Sn", "N", "C", "C", "P", "O", "O", "O", "P", "O", "O", "O", "H", "H", "H", "H", "H", "H", "H", "H", "C", "C", "C", "C", "C", "C", "C", "C", "C", "C", "H", "H", "H", "H", "H", "H", "H", "O", "S", "O", "N", "C", "O", "C", "C", "C", "C", "C", "C", "H", "H", "H", "H"], "xyz": [[-0.190, -0.776, 0.844], [1.486, -0.314, -3.509], [0.609, -1.330, -2.800], [0.176, -2.418, -3.772], [-0.849, -0.283, -2.269], [-2.019, -1.336, -2.130], [-0.992, 0.733, -3.325], [-0.571, 0.240, -0.839], [1.576, -1.874, -1.342], [2.324, -3.154, -1.892], [0.537, -2.331, -0.292], [2.420, -0.720, -0.961], [0.859, 0.393, -3.932], [2.075, -0.751, -4.218], [2.093, 0.123, -2.795], [-0.433, -2.005, -4.578], [-0.417, -3.162, -3.244], [1.046, -2.922, -4.196], [-2.789, -1.177, -2.693], [2.887, -3.627, -1.264], [2.480, 3.686, 2.943], [1.513, 3.419, 1.949], [1.099, 2.141, 1.715], [1.627, 1.063, 2.462], [1.243, -0.289, 2.264], [1.776, -1.315, 2.997], [2.740, -1.035, 3.989], [3.134, 0.252, 4.209], [2.596, 1.328, 3.459], [3.007, 2.666, 3.678], [2.799, 4.705, 3.118], [1.099, 4.235, 1.371], [0.354, 1.959, 0.944], [1.473, -2.344, 2.836], [3.157, -1.846, 4.570], [3.874, 0.474, 4.969], [3.750, 2.862, 4.441], [-2.028, -4.063, 2.336], [-2.796, -3.208, 1.491], [-3.257, -3.668, 0.223], [-1.962, -1.758, 1.294], [-2.570, -0.698, 1.867], [-1.963, 0.389, 1.811], [-3.849, -1.039, 2.498], [-4.736, -0.204, 3.155], [-5.883, -0.776, 3.689], [-6.126, -2.140, 3.566], [-5.235, -2.980, 2.904], [-4.102, -2.399, 2.381], [-4.532, 0.854, 3.245], [-6.597, -0.153, 4.210], [-7.027, -2.559, 3.993], [-5.424, -4.041, 2.810]], "lumo_ev": -2.97, "charge": 1, "e_tot_ev": -76664.6127, "e_above_lowest_kcal_mol": 0.00, "homo_ev": -11.0}


{"formula": "C38H28N11OSTc", "method": "the ωB97M-V functional and the def2-TZVPD basis", "symbols": ["Tc", "C", "C", "C", "C", "C", "N", "C", "C", "C", "C", "C", "C", "C", "C", "N", "C", "N", "C", "N", "C", "N", "C", "N", "C", "N", "C", "C", "C", "C", "C", "C", "C", "C", "C", "C", "C", "C", "C", "C", "N", "H", "H", "H", "H", "H", "H", "H", "H", "H", "H", "H", "H", "H", "H", "H", "H", "O", "C", "N", "C", "N", "C", "C", "S", "N", "C", "C", "H", "H", "H", "H", "H", "H", "H", "H", "H", "H", "H", "H"], "xyz": [[0.130, 0.465, -0.522], [-3.118, 4.432, -4.677], [-2.791, 3.487, -5.629], [-2.056, 2.351, -5.308], [-1.692, 2.181, -3.996], [-0.859, 1.184, -3.308], [-0.202, 0.206, -3.896], [0.655, -0.622, -3.276], [1.639, -1.472, -3.992], [1.984, -1.594, -5.332], [3.014, -2.473, -5.665], [3.690, -3.177, -4.675], [3.373, -3.024, -3.320], [2.313, -2.179, -3.008], [1.793, -1.704, -1.710], [2.189, -2.163, -0.530], [1.890, -1.657, 0.663], [1.162, -0.550, 0.887], [1.227, -0.161, 2.193], [0.745, 0.941, 2.767], [0.005, 1.831, 2.149], [-0.506, 1.815, 0.885], [-1.224, 2.895, 0.609], [-1.750, 3.252, -0.547], [-1.556, 2.618, -1.728], [-0.917, 1.468, -1.965], [-2.091, 3.118, -3.018], [-2.752, 4.265, -3.326], [-1.272, 3.756, 1.831], [-1.923, 4.950, 2.175], [-1.695, 5.496, 3.467], [-0.804, 4.861, 4.346], [-0.203, 3.637, 3.995], [-0.458, 3.084, 2.780], [2.036, -1.166, 2.897], [2.327, -1.289, 4.234], [2.994, -2.453, 4.625], [3.374, -3.434, 3.721], [3.094, -3.286, 2.358], [2.437, -2.133, 1.957], [0.814, -0.805, -1.978], [-3.717, 5.287, -5.007], [-3.068, 3.699, -6.662], [-1.769, 1.634, -6.069], [1.499, -0.985, -6.112], [3.326, -2.531, -6.701], [4.528, -3.800, -4.955], [3.957, -3.480, -2.558], [-2.967, 4.950, -2.528], [-2.530, 5.479, 1.449], [-2.173, 6.424, 3.794], [-0.583, 5.296, 5.308], [0.473, 3.143, 4.720], [2.045, -0.565, 4.984], [3.270, -2.492, 5.676], [3.910, -4.306, 4.097], [3.355, -4.030, 1.607], [3.366, 2.726, -2.030], [2.536, 2.143, -1.450], [1.706, 1.576, -0.812], [-2.771, -0.198, 2.562], [-1.873, -1.318, 2.305], [-1.224, -1.826, 3.545], [-1.672, -1.845, 1.091], [-2.017, -0.890, -0.349], [-1.268, -3.104, 0.994], [-1.632, -4.175, 1.961], [-0.694, -3.645, -0.248], [-3.629, -0.531, 3.136], [-3.122, 0.240, 1.642], [-2.272, 0.570, 3.119], [-0.923, -0.922, 4.075], [-0.368, -2.443, 3.319], [-1.934, -2.374, 4.141], [-2.323, -3.797, 2.701], [-0.716, -4.576, 2.410], [-2.103, -4.965, 1.391], [-0.597, -2.845, -0.985], [-1.345, -4.416, -0.640], [0.304, -4.060, -0.055]], "spin_multiplicity": 4, "lumo_ev": [-4.18, -5.22], "charge": 1, "e_tot_ev": -71331.4663, "e_above_lowest_kcal_mol": 0.00, "homo_ev": [-9.7, -10.8]}